The following is a DFT calculation (wB97M-V/def2-TZVPD) of a structure of composition C35H44Cl2NOP3Ru at a distorted geometry.

Geometry (Å):
1 P -3.064382 1.334591 -0.462789
2 C -3.978796 2.912265 -0.219016
3 C -4.565933 3.641194 -1.250613
4 H -4.494779 3.284797 -2.268463
5 C -5.244018 4.821797 -0.979924
6 H -5.693344 5.379054 -1.791588
7 C -5.351889 5.284232 0.323658
8 H -5.882392 6.203965 0.532533
9 C -4.770029 4.563923 1.358736
10 H -4.843971 4.921103 2.377519
11 C -4.079903 3.393127 1.087675
12 H -3.614956 2.842435 1.896491
13 C -2.927465 1.267465 -2.296367
14 C -1.856433 1.947180 -2.879593
15 H -1.147798 2.468994 -2.247846
16 C -1.693983 1.961982 -4.255663
17 H -0.861638 2.497531 -4.693484
18 C -2.588184 1.278866 -5.069598
19 H -2.456546 1.280995 -6.143718
20 C -3.647282 0.588667 -4.498084
21 H -4.347009 0.052883 -5.126142
22 C -3.819967 0.585978 -3.120640
23 H -4.652949 0.052636 -2.684959
24 C -4.383736 0.091891 -0.146734
25 C -5.734942 0.405077 -0.017552
26 H -6.057678 1.433123 -0.101528
27 C -6.668952 -0.594626 0.216497
28 H -7.715268 -0.336922 0.317048
29 C -6.267094 -1.918852 0.315601
30 H -6.997384 -2.696831 0.496541
31 C -4.922249 -2.240679 0.187325
32 H -4.600215 -3.270514 0.269652
33 C -3.987021 -1.241576 -0.031472
34 H -2.937311 -1.495367 -0.115979
35 Ru 2.855714 0.191700 1.619889
36 C 3.299450 -1.142606 0.136914
37 C 2.424303 -1.466837 -0.850064
38 H 4.284448 -1.600122 0.152001
39 C 1.098949 -0.757587 -0.792570
40 O 0.032205 -1.711119 -0.761979
41 H -0.807156 -1.232984 -0.781480
42 C 1.204988 0.065680 0.433490
43 H 0.968320 -0.088443 -1.654422
44 C 0.903087 0.825761 1.412246
45 Cl 5.101579 -0.317129 2.369098
46 Cl 2.721045 1.801448 3.545518
47 P 3.847081 2.084140 0.470006
48 C 5.191467 2.904473 1.371831
49 H 6.014128 2.209921 1.503790
50 H 4.826084 3.191006 2.352207
51 H 5.528213 3.780508 0.821851
52 C 4.564168 1.693071 -1.164063
53 H 3.801629 1.262740 -1.808193
54 H 5.355878 0.960744 -1.028544
55 H 4.977314 2.579765 -1.639463
56 C 2.626819 3.402854 0.154721
57 H 2.210067 3.710702 1.109763
58 H 1.823453 3.029050 -0.474188
59 H 3.093215 4.257659 -0.329200
60 P 2.721926 -2.680027 -2.093018
61 C 4.471021 -3.130022 -2.129446
62 C 2.256133 -2.053236 -3.725918
63 H 4.764744 -3.575784 -1.183955
64 H 5.079193 -2.248745 -2.309773
65 H 4.641173 -3.853081 -2.923093
66 H 1.198386 -1.805348 -3.728586
67 H 2.439312 -2.809746 -4.484617
68 H 2.834518 -1.164433 -3.961348
69 C 1.773311 -4.200157 -1.827403
70 H 2.068606 -4.646244 -0.881859
71 H 1.952244 -4.910382 -2.631379
72 H 0.718184 -3.950721 -1.782987
73 H 0.228620 1.447559 1.967646
74 C 2.091319 -4.356060 6.119883
75 C 2.122102 -3.262706 5.092771
76 C 2.982499 -2.195726 5.299091
77 C 3.093762 -1.215667 4.326611
78 N 2.373999 -1.261840 3.160030
79 C 1.475883 -2.269687 2.964297
80 C 1.340374 -3.291144 3.924235
81 H 3.112104 -4.793454 6.213242
82 H 1.799396 -3.941782 7.107740
83 H 1.391579 -5.167135 5.836740
84 H 3.599064 -2.137588 6.191110
85 H 3.802398 -0.426521 4.529210
86 H 0.913909 -2.320662 2.041895
87 H 0.663287 -4.114437 3.742195

Force components x, y, z for each atom (eV/Å):
-3.221 0.584 -1.785
0.925 -0.434 0.517
0.116 0.312 -0.602
-0.010 0.054 -0.064
0.017 -0.339 -0.256
-0.016 -0.068 0.001
0.073 -0.035 0.125
0.026 -0.006 -0.004
0.063 -0.164 0.195
0.004 -0.029 -0.021
-0.021 0.123 0.480
-0.004 0.055 0.076
0.838 -0.061 0.614
0.270 0.138 -0.068
0.058 0.064 -0.020
0.130 0.105 0.068
-0.032 0.022 0.014
0.071 0.017 0.064
-0.004 0.001 0.017
-0.173 0.026 0.177
-0.027 0.036 0.040
-0.227 -0.467 -0.004
-0.040 -0.050 -0.035
1.010 -0.076 0.420
-0.308 0.382 0.272
-0.065 0.020 0.031
0.054 0.216 -0.155
0.034 0.028 -0.043
0.079 0.004 0.016
0.023 0.020 0.013
0.262 -0.064 -0.074
-0.003 0.025 -0.010
0.022 -0.306 0.013
0.008 -0.113 0.066
0.767 0.701 0.867
-0.407 -0.035 -0.218
0.163 0.003 0.339
0.059 -0.030 0.035
0.134 -0.169 -0.216
0.005 0.231 0.021
0.122 -0.055 -0.043
-0.401 0.903 1.343
-0.058 0.001 -0.036
0.258 -0.942 -1.232
-0.431 0.249 -0.588
-0.068 -0.138 -0.525
0.016 -0.304 0.040
-0.234 -0.187 -0.083
0.070 -0.103 -0.005
-0.063 0.028 0.118
-0.028 0.067 -0.107
-0.159 0.073 0.262
-0.104 -0.041 -0.078
0.099 -0.078 0.047
0.030 0.096 0.003
0.148 -0.248 0.060
-0.026 0.027 0.142
-0.079 -0.065 -0.091
0.096 0.045 -0.032
0.269 -0.523 -0.330
-0.323 0.165 0.036
0.079 -0.059 0.325
-0.004 -0.042 0.130
0.060 0.107 -0.027
-0.044 -0.060 -0.091
-0.141 0.025 0.012
0.030 -0.096 -0.030
0.080 0.095 -0.006
0.138 0.339 0.002
0.055 -0.018 0.112
0.069 0.000 -0.093
-0.113 0.030 0.004
0.197 0.042 0.220
-0.054 -0.324 -0.080
1.245 -0.875 3.002
0.035 0.676 -1.144
1.807 -0.809 4.234
-2.310 -0.303 -4.094
0.578 -0.171 1.010
-0.757 1.080 -2.481
-0.668 0.149 0.115
0.150 -0.393 -0.430
0.355 0.401 0.284
-0.130 0.058 -0.144
-0.435 0.217 -0.517
0.078 0.233 -0.045
-0.086 0.009 -0.079

Its strongest force on any atom is 0.092 hartree/bohr. As for the lowest unoccupied orbital energy (spin up / spin down): -4.704 / -9.287 eV. Its charge is +2. The value obtained for the electronic energy is -96021.6903 eV. Its spin multiplicity is 5. The HOMO energy (spin up / spin down) is -9.2835 / -12.8686 eV.

***

The following is a DFT calculation (wB97M-V/def2-TZVPD) of a structure of composition C35H44MnNO2Sb2SeSi at a distorted geometry.

Geometry (Å):
1 Mn 0.903063 0.261517 0.413824
2 C -0.492273 -2.183711 -0.562055
3 C -1.121140 -1.970533 -1.936791
4 C -0.441712 -0.878619 -2.759494
5 Sb -0.402839 0.989560 -1.632527
6 C 0.358004 2.515908 -2.920527
7 C 0.978204 3.608811 -2.325415
8 C 1.250632 4.737711 -3.079657
9 C 0.905405 4.772707 -4.421144
10 C 0.336648 3.660413 -5.021512
11 C 0.057961 2.530965 -4.273504
12 C -2.512936 1.248623 -1.826780
13 C -2.983797 2.198801 -2.712822
14 C -4.337569 2.272535 -2.991681
15 C -5.225336 1.407297 -2.376873
16 C -4.754152 0.457259 -1.487543
17 C -3.399694 0.379045 -1.216059
18 Sb -0.922344 -1.156952 1.539097
19 C -2.774958 -2.121754 1.932484
20 C -3.296817 -3.097152 1.102510
21 C -4.493567 -3.709443 1.439910
22 C -5.159431 -3.346334 2.599695
23 C -4.619556 -2.382170 3.436249
24 C -3.416965 -1.782502 3.110942
25 C -1.664816 0.906944 1.530296
26 C -3.024805 1.168540 1.613707
27 C -3.494423 2.471617 1.552630
28 C -2.610569 3.526018 1.390326
29 C -1.246786 3.284089 1.364405
30 C -0.779723 1.979658 1.451536
31 H 0.601650 -2.085127 -0.657747
32 H -0.690047 -3.199928 -0.209329
33 H -2.195573 -1.788251 -1.870580
34 H -1.003945 -2.912744 -2.486663
35 H -0.981039 -0.694620 -3.690595
36 H 0.593143 -1.150889 -2.985193
37 H 1.251946 3.574678 -1.271222
38 H 1.713265 5.596714 -2.619350
39 H 1.080431 5.665023 -5.000088
40 H 0.090276 3.678307 -6.070460
41 H -0.400603 1.665857 -4.734568
42 H -2.293480 2.868629 -3.202590
43 H -4.692983 3.005300 -3.698941
44 H -6.280084 1.465422 -2.596395
45 H -5.434369 -0.233028 -1.010202
46 H -3.055590 -0.381400 -0.523588
47 H -2.792307 -3.390569 0.191701
48 H -4.900236 -4.470193 0.790278
49 H -6.091091 -3.826445 2.856445
50 H -5.129515 -2.101521 4.343019
51 H -2.975547 -1.053848 3.779083
52 H -3.726190 0.353401 1.727769
53 H -4.558401 2.648397 1.624343
54 H -2.981983 4.536711 1.311845
55 H -0.544095 4.103500 1.288116
56 H 0.313699 1.865763 1.543105
57 C 5.567973 -1.865809 -1.613359
58 Si 3.772672 -2.053443 -2.211647
59 C 3.440519 -1.430501 -3.975974
60 C 2.757467 -3.549216 -1.585677
61 Se 2.706125 -0.148250 -0.756950
62 H 6.249507 -2.443646 -2.232168
63 H 5.688242 -2.191181 -0.583140
64 H 5.854649 -0.817436 -1.669694
65 H 4.249125 -1.737236 -4.634431
66 H 3.384532 -0.344628 -4.000092
67 H 2.521198 -1.821339 -4.402381
68 H 3.284668 -4.486214 -1.736744
69 H 1.808390 -3.630959 -2.109512
70 H 2.554145 -3.450896 -0.521246
71 O 0.636320 0.152539 3.683695
72 C 1.771018 0.323246 3.280963
73 O 2.131837 0.374610 2.060391
74 C 2.960685 0.503245 4.267980
75 N 4.207510 0.270361 3.483499
76 C 4.681214 -1.090256 3.844668
77 C 4.338507 -1.181281 5.325085
78 C 2.954532 -0.533915 5.401727
79 H 2.929610 1.529900 4.643004
80 H 4.926324 0.965427 3.691923
81 H 3.912149 0.342310 2.482054
82 H 5.743281 -1.203729 3.635825
83 H 4.116547 -1.820658 3.262480
84 H 5.061290 -0.610969 5.909055
85 H 4.327222 -2.202328 5.693784
86 H 2.775629 -0.075351 6.371981
87 H 2.156070 -1.260385 5.233480

Force components x, y, z for each atom (eV/Å):
0.227 0.433 1.675
-0.101 0.611 0.193
0.003 0.018 0.087
0.116 0.358 0.204
-0.514 -0.372 -2.447
-0.141 -0.293 0.697
0.032 -0.118 0.263
0.018 0.066 0.025
0.023 -0.072 0.023
0.006 0.056 -0.100
-0.095 -0.308 0.029
0.437 0.079 0.379
0.179 0.209 -0.123
-0.105 0.090 -0.085
-0.056 0.021 -0.032
-0.008 -0.083 0.018
-0.037 -0.403 0.179
-0.902 -1.513 0.047
0.553 0.143 -0.094
-0.032 -0.088 -0.263
-0.044 -0.040 -0.038
-0.003 -0.049 -0.038
-0.072 -0.046 0.024
0.039 0.163 0.253
0.102 -0.591 -0.148
-0.001 0.029 -0.010
-0.050 -0.069 0.082
-0.038 0.051 0.040
0.164 0.066 -0.132
0.127 0.186 0.103
-0.306 -0.090 0.213
0.011 0.098 0.236
0.072 -0.070 -0.038
-0.091 0.034 -0.018
0.049 0.028 0.048
-0.068 0.101 0.015
-0.074 0.102 -0.155
0.064 0.076 0.054
0.070 0.091 -0.079
-0.021 0.006 -0.154
-0.079 0.029 -0.110
-0.027 0.163 -0.055
-0.060 0.096 -0.052
-0.099 0.020 -0.028
-0.067 -0.043 0.038
-0.027 0.062 -0.047
-0.023 0.011 -0.026
-0.058 -0.055 -0.022
-0.087 -0.021 0.027
-0.062 0.010 0.146
-0.073 0.075 0.071
-0.046 0.019 -0.087
-0.031 0.079 -0.028
-0.010 0.075 0.024
-0.015 0.031 0.017
-0.255 0.143 0.240
-0.966 0.028 -0.087
-0.896 0.617 0.432
0.212 -0.375 0.651
0.600 0.597 -0.362
2.481 -0.765 -2.035
0.016 -0.099 -0.175
-0.083 -0.086 0.085
0.036 0.082 -0.097
0.187 -0.057 -0.081
0.082 0.088 0.110
-0.166 -0.125 0.101
0.199 -0.151 -0.077
-0.094 0.118 -0.115
0.085 0.061 0.063
0.324 0.296 0.554
-0.414 0.022 0.973
0.183 0.344 -0.953
-1.124 0.015 0.192
0.269 0.335 -0.514
0.357 -0.690 0.431
-0.147 0.014 -0.039
0.013 -0.007 0.097
0.116 -0.112 -0.161
-0.117 -0.072 -0.066
0.156 0.051 0.326
-0.063 0.097 -0.144
-0.021 0.156 -0.056
0.069 -0.036 0.035
0.131 -0.060 -0.036
-0.035 0.021 -0.075
0.093 0.086 -0.018

Its strongest force on any atom is 0.064 hartree/bohr. As for the lowest unoccupied orbital energy (spin up / spin down): -7.412 / -5.677 eV. Its energy above the lowest of the compared OMol25 structures with the same formula, charge and spin is 0.924 eV. Its charge is +2. The value obtained for the electronic energy is -160198.4256 eV. Its spin multiplicity is 5. The HOMO energy (spin up / spin down) is -12.8788 / -13.0288 eV.